[1]
The following is a DFT calculation (wB97M-V/def2-TZVPD) of the ion C2H4NO2 with charge -1 in a non-equilibrium geometry.

Values from the calculation:
SMILES: [O-]N1C[C@H]1O
Spin multiplicity: 1
Relative energy (zero: lowest compared OMol25 entry of this formula, charge and spin) (eV): 5.816
Kohn-Sham gap (eV): 6.071
Total charge: -1
Strongest force on any atom (eV Å⁻¹): 4.0

Last column: Mulliken charge in e.
Element x y z (Å)
O: -1.584 0.853 0.187  -0.51
O: 2.107 0.277 -0.206  -0.70
N: 1.022 0.171 0.518  -0.26
C: 0.198 -0.966 0.188  -0.10
C: -0.430 0.230 -0.497  -0.59
H: -0.227 0.828 -1.414  0.35
H: -0.460 -1.369 0.885  0.21
H: -1.346 1.740 0.752  0.27
H: 0.721 -1.765 -0.412  0.33

---

[2]
The following is a DFT calculation (wB97M-V/def2-TZVPD) of a structure of composition C41H38IMoN3O2P2SSe in a non-equilibrium geometry.

Values from the calculation:
Spin multiplicity: 1
Relative energy (zero: lowest compared OMol25 entry of this formula, charge and spin) (eV): 0.686
Kohn-Sham gap (alpha / beta) (eV): 6.731 / 6.628
Strongest force on any atom (eV Å⁻¹): 1.2

Last column: Mulliken charge in e.
Element x y z (Å)
I: -7.220 -3.951 -0.399  0.06
Mo: -0.574 0.711 -0.187  -2.01
Se: 0.223 3.272 -0.276  0.03
S: -2.564 1.346 0.317  -0.67
P: 2.136 0.117 0.131  0.81
P: 0.295 0.247 2.243  0.30
O: -0.357 -3.134 -1.582  -0.62
O: -0.652 -1.302 -0.359  0.94
N: 2.376 3.867 1.741  -0.62
N: 1.861 -0.204 1.783  0.00
N: -3.183 2.724 -3.297  0.09
C: -1.079 -2.391 -0.949  -0.07
C: -4.008 3.875 -2.837  -0.82
C: -2.539 -2.726 -0.785  -0.36
C: -0.483 2.695 5.412  -0.76
C: 1.534 3.636 0.981  0.14
C: -1.772 2.821 -2.739  -1.07
C: 0.767 3.212 5.733  -0.54
C: 2.679 -1.474 -0.569  0.21
C: -1.619 -3.445 4.221  -0.60
C: -0.423 0.731 -2.382  1.03
C: -4.669 -2.505 0.317  -0.77
C: 5.992 1.310 0.686  -0.75
C: -3.824 1.420 -2.925  -0.71
C: 2.282 -2.681 -0.006  -0.48
C: -0.742 1.617 -4.643  -0.68
C: -3.331 -2.153 0.197  0.40
C: 4.958 2.913 -0.781  -0.68
C: 0.467 -0.415 -4.367  -1.41
C: 2.646 -3.883 -0.597  -0.57
C: -2.384 -2.329 3.907  -0.72
C: 3.784 -2.683 -2.338  -0.59
C: -0.929 1.696 -3.262  1.58
C: -3.092 -3.662 -1.652  -0.69
C: 3.397 -3.887 -1.761  -0.58
C: 4.807 0.599 0.746  -0.50
C: 3.679 1.058 0.064  0.78
C: -0.260 -3.450 3.944  -0.80
C: 0.276 -0.327 -2.994  0.81
C: 6.067 2.469 -0.080  -0.52
C: 1.874 2.850 4.984  -0.60
C: 3.761 2.211 -0.705  -0.21
C: -4.430 -4.013 -1.553  -0.55
C: 3.429 -1.482 -1.745  -0.67
C: 1.741 1.961 3.925  -0.22
C: -1.789 -1.224 3.318  -0.79
C: -0.618 1.808 4.359  -0.55
C: -5.210 -3.429 -0.563  -0.09
C: 0.338 -2.341 3.359  -0.32
C: 0.499 1.420 3.614  1.01
C: -0.042 0.565 -5.209  -0.99
C: -0.421 -1.218 3.048  1.24
H: -3.840 1.358 -1.838  0.15
H: 1.399 -2.353 3.146  0.35
H: -1.112 2.408 -5.299  0.39
H: 2.315 -4.816 -0.159  0.44
H: -4.860 -4.737 -2.233  0.39
H: 2.886 2.571 -1.232  0.38
H: -3.519 4.798 -3.135  0.34
H: -1.602 1.428 4.115  0.31
H: 0.338 -4.321 4.180  0.44
H: 1.657 -2.681 0.876  0.28
H: -3.113 2.746 -4.310  0.41
H: 6.997 3.024 -0.129  0.38
H: -2.085 -4.313 4.670  0.40
H: 4.368 -2.680 -3.251  0.43
H: 2.845 3.275 5.202  0.42
H: -1.919 2.738 -1.665  -0.03
H: -5.285 -2.055 1.086  0.44
H: -2.405 -0.377 3.031  0.30
H: -1.405 3.816 -2.985  0.47
H: 4.768 -0.331 1.305  0.37
H: -4.999 3.802 -3.277  0.36
H: -3.449 -2.326 4.103  0.45
H: -2.900 -1.424 0.861  0.48
H: 0.670 -1.130 -2.389  0.45
H: 6.863 0.956 1.222  0.41
H: 1.010 -1.260 -4.773  0.51
H: 2.609 1.742 3.316  0.05
H: 3.673 -4.825 -2.226  0.37
H: 0.872 3.910 6.555  0.37
H: -3.217 0.613 -3.323  0.32
H: -4.069 3.820 -1.753  0.33
H: 5.013 3.816 -1.374  0.42
H: -4.827 1.404 -3.343  0.41
H: 2.622 -0.281 2.444  0.44
H: -2.455 -4.113 -2.403  0.49
H: 0.109 0.517 -6.279  0.39
H: -1.356 2.990 5.980  0.41
H: 3.745 -0.550 -2.203  0.45

---

[3]
The following is a DFT calculation (wB97M-V/def2-TZVPD) of a cluster of 2 separate species, C4H8Cl2Si in total in a non-equilibrium geometry.

Values from the calculation:
SMILES: C[SiH](Cl)Cl.C#CC
Spin multiplicity: 1
Relative energy (zero: lowest compared OMol25 entry of this formula, charge and spin) (eV): 2.376
Kohn-Sham gap (eV): 10.717
Strongest force on any atom (eV Å⁻¹): 2.7

Last column: Mulliken charge in e.
Element x y z (Å)
Cl: -0.774 0.727 2.651  -0.20
Cl: -3.754 -0.092 2.393  -0.26
Si: -1.888 -0.812 2.025  0.70
C: 0.607 2.704 -1.147  -0.18
C: -0.301 0.870 -2.892  -0.82
C: -1.367 -2.484 2.988  -0.92
C: 0.244 1.851 -1.910  -0.08
H: -1.877 -2.660 3.941  0.29
H: -1.649 -3.344 2.322  0.27
H: 0.201 -0.149 -2.841  0.25
H: -1.357 0.599 -2.476  0.22
H: -0.429 1.261 -3.951  0.26
H: -1.966 -0.963 0.549  -0.14
H: -0.280 -2.411 2.962  0.26
H: 1.301 3.415 -0.742  0.36

---

Which of these has the highest relative energy (zero: lowest compared OMol25 entry of this formula, charge and spin)? C2H4NO2

---

Which value of relative energy (zero: lowest compared OMol25 entry of this formula, charge and spin) does entry 1 give? 5.816 eV

---

Look up the spin multiplicity of the first one. 1